The following is a DFT calculation (ωB97M-V/def2-TZVPD) of a cluster of 2 separate species, C3H9NO4S in total in a non-equilibrium geometry.

The geometry in XYZ format:
```
18
Properties=species:S:1:pos:R:3:forces:R:3:lowdin_charge:R:1
H -0.6395 2.3154 1.2444 0.19 0.19 -3.31 0.14
H -0.8185 -0.8338 2.0313 -0.31 0.11 -0.43 0.08
H 1.2643 -2.6917 -1.8518 -0.29 -0.08 -0.41 0.05
H 1.3639 2.2707 -0.1308 0.00 -0.07 -0.27 0.10
H 0.4889 1.8543 -1.5270 0.34 -0.31 -1.14 0.05
C -0.6374 2.2757 0.0351 3.95 -1.12 4.39 0.02
H -1.1956 -1.0314 -2.0168 -0.74 -0.36 3.02 0.16
N 0.5083 2.3402 -0.6646 -1.06 1.22 1.86 0.04
O 1.6845 -2.3263 -1.0720 -0.38 2.60 0.57 -0.19
C -0.5790 -1.4776 1.1708 -0.18 2.89 -0.03 -0.06
O 0.7942 -0.0449 -2.1123 0.25 -0.57 -1.61 -0.34
S 1.0614 -0.6811 -0.8483 -0.01 -1.00 -0.31 0.66
H -1.5130 2.1406 -0.4280 -3.09 -0.32 -1.80 0.02
C -0.5342 -0.7304 -0.1666 -0.11 -0.23 1.69 -0.49
H -1.2905 -2.2593 1.1703 -0.17 -1.24 -0.19 0.07
O 2.0439 -0.0119 -0.0583 0.17 -0.60 0.79 -0.28
H 0.4440 -1.6539 1.3279 1.21 -1.52 0.77 0.04
O -1.4487 -1.2706 -1.0259 0.22 0.41 -3.60 -0.07
```
Positions in Å, forces in eV/Å.

The calculation puts the frontier orbital gap (alpha / beta) at 5.64 / 8.02 eV. Its HOMO energy (alpha / beta) is -6.538 / -7.687 eV. As for the total energy: -873.43863 Eh. The calculation puts the relative energy (zero: lowest compared OMol25 entry of this formula, charge and spin) at 91.1 kcal/mol.

=====

The following is a DFT calculation (ωB97M-V/def2-TZVPD) of a structure of composition C11H7N3OPdS6 in a non-equilibrium geometry.

The geometry in XYZ format:
```
29
Properties=species:S:1:pos:R:3:forces:R:3:mulliken_spin:R:1
C -1.5366 11.4625 9.3870 -0.45 0.21 0.88 0.14
N -5.1782 14.2301 7.5902 1.58 2.13 1.93 0.25
H -1.0980 9.5532 8.4066 -0.18 0.51 0.03 0.00
C -4.1014 13.9677 8.3710 -0.78 -0.55 -0.32 -0.09
H -7.5893 17.5791 6.4182 0.38 -0.21 0.78 0.00
H -2.1833 13.4241 10.0112 0.10 0.03 0.56 -0.01
S -8.9078 9.1788 4.7087 0.39 0.22 1.14 -0.01
S -10.6953 7.1592 5.8517 0.39 0.40 0.42 0.13
C -9.6663 8.4203 6.0745 -0.69 -0.17 -0.13 -0.01
N -7.0174 17.1191 7.1336 -0.46 0.28 -0.63 0.10
O -4.3937 11.8038 6.4469 1.89 -0.82 1.34 0.31
S -9.3441 9.2236 7.6204 -0.13 -0.49 -0.52 0.01
C -1.7027 10.4697 8.3784 -0.07 -0.60 -0.27 -0.03
H -3.8461 14.7650 9.0824 0.02 -0.33 -0.29 0.00
C -3.4944 11.7393 7.3845 -1.84 -0.02 -2.16 0.11
H -6.8364 17.5669 8.0520 -0.11 -0.70 -1.21 0.00
N -5.6477 15.4884 7.7930 0.28 -1.31 -0.46 0.26
S -6.8017 15.0813 5.3325 -0.30 0.90 0.23 0.22
H -2.7491 9.8938 6.5698 0.00 0.16 0.36 0.00
C -6.4913 15.9195 6.8155 0.53 -0.11 0.91 0.01
C -8.1939 10.3827 7.0356 0.74 0.26 -0.59 0.13
H -0.9042 11.2451 10.2742 -0.22 0.42 -0.97 0.01
S -6.9245 11.3146 4.6729 -0.93 -0.62 0.76 0.45
C -3.3359 12.7567 8.3691 -0.55 1.32 0.13 0.10
C -2.6279 10.6105 7.3834 0.57 -0.15 0.19 0.05
C -7.9644 10.3354 5.6473 0.34 0.62 -1.44 0.14
C -2.3207 12.5948 9.3449 0.48 -0.50 -0.23 -0.09
Pd -6.1068 12.9628 6.2693 -1.06 -1.12 -0.12 1.32
S -7.3321 11.4030 8.0707 0.05 0.26 -0.33 0.51
```
Positions in Å, forces in eV/Å.

The calculation puts the frontier orbital gap (alpha / beta) at 6.77 / 5.40 eV. Its HOMO energy (alpha / beta) is -7.417 / -8.392 eV. Its spin multiplicity is 5. As for the total energy: -3179.81486 Eh. The calculation puts the relative energy (zero: lowest compared OMol25 entry of this formula, charge and spin) at 7.4 kcal/mol.

=====

The following is a DFT calculation (ωB97M-V/def2-TZVPD) of the molecule C4H8O2 in a non-equilibrium geometry.

The geometry in XYZ format:
```
14
Properties=species:S:1:pos:R:3:forces:R:3:lowdin_charge:R:1
C 1.1229 -0.1658 -0.7283 0.30 0.09 -0.31 -0.14
C -0.7472 -0.8741 0.2844 1.14 1.04 1.62 -0.21
H -1.3053 -1.7600 0.6587 0.84 0.64 0.65 0.16
O 0.1090 0.4952 1.3386 0.05 -1.76 -0.26 -0.18
O 0.2642 -1.2752 -0.4717 0.16 0.29 0.48 -0.04
H -2.2430 0.4735 0.7834 0.04 -0.02 -0.42 0.11
C -1.6228 0.2127 -0.0789 -1.62 -0.65 -1.71 -0.08
H -1.1410 1.0850 -0.5195 -0.28 -0.26 0.08 0.09
H 2.1063 0.1387 1.1858 0.15 -0.04 -0.12 0.11
H 0.6800 0.4450 -1.5226 0.13 0.03 0.20 0.12
H -2.1784 -0.3965 -0.8247 -0.96 1.13 -0.27 0.11
H 1.6131 1.6152 0.3462 -0.49 -0.19 0.34 0.12
H 2.0637 -0.5855 -1.0745 0.02 0.06 -0.10 0.12
C 1.2785 0.5918 0.6232 0.53 -0.36 -0.18 -0.30
```
Positions in Å, forces in eV/Å.

The calculation puts the frontier orbital gap at 9.81 eV. Its HOMO energy is -8.860 eV. As for the total energy: -307.58404 Eh. The calculation puts the relative energy (zero: lowest compared OMol25 entry of this formula, charge and spin) at 80.6 kcal/mol.

=====

The following is a DFT calculation (ωB97M-V/def2-TZVPD) of a structure of composition C30H24CoN8S.

The geometry in XYZ format:
```
64
Properties=species:S:1:pos:R:3:forces:R:3:mulliken_spin:R:1
C 1.1193 -2.2404 1.3434 -0.02 0.00 0.00 -0.01
C 1.8707 2.5518 0.0763 -0.02 -0.03 0.06 0.01
C -1.7057 0.2412 2.3198 -0.04 -0.05 -0.03 0.00
C -3.7427 0.9851 -2.4989 -0.01 0.02 -0.02 0.00
H 2.9893 4.3734 0.2185 0.01 0.00 0.00 0.00
C 3.0152 2.1815 -2.3507 0.05 -0.02 -0.09 0.00
H -4.3793 -0.9299 -1.7541 0.00 0.00 0.00 0.00
C 2.5646 -0.4671 1.6365 -0.10 -0.01 0.00 -0.01
C 2.0670 -1.4940 -4.3660 -0.02 -0.02 0.01 0.00
H -2.6338 -1.6692 2.1540 0.02 -0.04 0.01 0.00
H -0.0468 -2.6348 -2.0273 0.01 0.00 -0.01 0.00
C 3.2887 0.6815 -4.3154 -0.03 -0.20 -0.06 0.00
H -3.2143 2.4584 4.3685 0.00 0.00 0.00 0.00
C -2.5280 0.7078 3.3366 -0.02 -0.02 -0.04 0.00
C 1.9874 -3.0989 1.9935 -0.06 0.01 0.02 0.00
N 1.4067 -0.9402 1.1558 0.24 -0.08 -0.14 -0.03
C 3.5987 1.8784 -3.6437 0.04 0.15 0.13 0.00
H -1.0017 -1.7058 2.7774 0.06 0.03 -0.03 0.00
C 3.1906 -2.6065 2.4680 0.06 0.02 0.03 0.00
C -1.0631 2.3640 1.7783 0.00 -0.05 -0.03 0.01
N -1.1127 -1.5619 0.6812 0.01 0.18 0.00 0.03
H 1.4404 2.6540 1.0626 -0.03 -0.01 0.00 0.00
C 1.7978 0.0042 -2.5000 -0.02 0.09 0.11 -0.01
H -1.8893 3.9892 2.8861 -0.01 0.00 0.01 0.00
C -1.5759 1.6354 -1.7669 0.00 -0.02 0.03 -0.01
H 3.8877 -3.2593 2.9760 0.00 0.00 0.00 0.00
C -0.2052 -2.7161 0.7981 -0.01 -0.09 0.05 0.00
C 3.3287 3.3341 -1.6327 0.00 0.04 0.04 0.00
N 4.4527 2.6494 -4.3013 -0.08 -0.03 -0.07 0.00
C -1.8494 2.9161 2.7668 -0.02 0.00 0.02 0.00
H -0.0617 -3.1820 -0.1752 0.02 0.08 0.00 0.00
C -2.5869 2.0657 3.5799 0.01 0.05 0.00 0.00
H -4.6509 1.1712 -3.0560 0.00 0.00 0.00 0.00
C -1.6393 -1.2332 2.0275 -0.01 -0.04 0.03 0.00
N 0.9473 -0.8405 -1.8839 0.14 -0.11 -0.15 0.03
H 2.7499 0.5849 1.4844 0.03 0.01 -0.02 0.00
C 1.1894 -2.3477 -3.7416 0.00 0.01 -0.02 0.00
H 0.9075 -3.2922 -4.1845 0.00 0.00 0.00 0.00
H -0.7478 2.3307 -1.7212 0.00 0.00 -0.02 0.00
C 2.1144 1.2619 -1.8046 -0.05 -0.13 -0.01 0.01
H -0.5211 3.0083 1.1008 0.03 0.00 0.00 0.00
H -2.7933 2.8460 -3.0374 0.01 0.00 0.00 0.00
H 4.0216 4.0521 -2.0515 0.00 -0.01 -0.01 0.00
C 3.4796 -1.2616 2.2958 -0.01 -0.04 0.02 0.00
H -1.9056 -2.4698 -1.0430 0.04 0.01 -0.01 0.00
C 0.6577 -1.9742 -2.5117 -0.05 0.03 0.02 0.01
Co 0.1148 -0.0037 -0.0102 -0.04 -0.14 0.29 0.94
C 2.3770 -0.2888 -3.7376 0.07 0.07 -0.07 0.00
H -3.1187 0.0106 3.9165 0.00 0.00 0.00 0.00
N 3.9118 0.5519 -5.4779 -0.06 0.11 0.00 0.00
H 1.7170 -4.1376 2.1296 0.00 0.00 0.00 0.00
C 2.7595 3.5121 -0.3921 0.00 -0.02 -0.01 0.00
H 2.5151 -1.7293 -5.3223 0.00 0.00 0.00 0.00
H -0.6188 -3.4872 1.4556 -0.01 -0.02 -0.03 0.00
C -3.5937 -0.1863 -1.7766 0.00 -0.01 0.03 0.00
S 4.7992 1.8809 -5.6727 0.06 -0.05 0.06 0.00
N -0.9510 1.0427 1.5725 -0.07 0.23 0.13 0.03
C -2.4193 -0.4031 -1.0758 -0.02 -0.03 0.00 -0.01
C -2.7145 1.9161 -2.4932 -0.02 0.00 0.00 0.00
N 1.5246 1.4660 -0.6113 -0.04 0.06 -0.03 0.03
H 4.3985 -0.8313 2.6663 0.00 0.01 0.00 0.00
N -1.4262 0.4989 -1.0763 -0.03 0.05 -0.21 -0.04
C -2.1828 -1.6968 -0.3254 -0.05 0.04 0.01 0.00
H -3.1177 -2.0323 0.1311 0.00 0.00 0.00 0.00
```
Positions in Å, forces in eV/Å.

The calculation puts the frontier orbital gap (alpha / beta) at 8.25 / 8.50 eV. Its HOMO energy (alpha / beta) is -13.902 / -14.143 eV. As for the total charge: +2. Its spin multiplicity is 2. As for the total energy: -3376.27353 Eh. The calculation puts the relative energy (zero: lowest compared OMol25 entry of this formula, charge and spin) at 3.7 kcal/mol.